w.
ORCA calculation (ωB97M-V/def2-TZVPD) on an isolated molecule of CH3N5O2.

Last column: Löwdin charge in e.
Cartesian coordinates (Å):
N (1.5968, 0.6917, 0.5419)  0.158
C (0.4736, 0.0226, 0.6945)  -0.475
N (0.5281, -1.2045, 0.0845)  0.079
N (-0.7191, -1.5166, -0.4424)  -0.060
N (-1.3677, -0.4820, -1.0189)  0.106
N (-1.4178, 0.5801, -0.3981)  -0.289
O (-1.3919, 1.6207, -0.9216)  0.053
O (-0.6017, 0.7986, 0.8466)  0.082
H (2.4826, 0.2895, 0.8086)  0.120
H (1.5278, 1.6415, 0.3949)  0.084
H (-1.1107, -2.4415, -0.5900)  0.143

Its structure (SMILES) is NC1=NNN=[N+]([O-])O1. The LUMO energy is 0.04 eV. For the orbital gap, the calculation gives 8.11 eV. The calculation puts the HOMO energy at -8.08 eV.

x.
ORCA calculation (ωB97M-V/def2-TZVPD) on an isolated molecule of CH3N5O2.

Last column: Löwdin charge in e.
Cartesian coordinates (Å):
O (0.5543, -0.9498, 2.0508)  0.095
N (-0.3071, -0.3315, 1.4818)  -0.456
O (-1.4755, -0.2588, 1.7774)  0.069
N (0.0988, 0.4358, 0.4345)  0.059
C (1.1097, -0.0101, -0.4759)  -0.181
N (0.4776, -0.1218, -1.8042)  0.026
N (-0.6884, 0.2303, -1.7598)  -0.074
N (-1.1441, 0.7116, -0.6804)  0.098
H (1.5238, -0.9835, -0.1911)  0.120
H (1.9109, 0.7285, -0.5538)  0.121
H (-2.0598, 0.5495, -0.2792)  0.123

Its structure (SMILES) is O=[N+]([O-])N1CN=NN1. The LUMO energy is 0.13 eV. For the orbital gap, the calculation gives 10.57 eV. The calculation puts the HOMO energy at -10.43 eV.

Stability ranking, top and bottom: x is the most stable and w is the least stable.

w.
ORCA calculation (ωB97M-V/def2-TZVPD) on a cluster of 2 separate species, CH5N2S in total.

Last column: Löwdin charge in e.
Cartesian coordinates (Å):
S (1.4335, -2.0504, 0.5280)  -0.104
H (1.5090, -2.2774, 1.8194)  -0.444
N (-0.3657, 0.3703, 0.7642)  -0.061
C (-0.6250, 0.5413, -0.5906)  -0.432
N (-1.1885, 1.6418, -1.0928)  -0.018
H (0.3195, 0.9779, 1.3607)  0.123
H (0.0462, -0.6146, 0.6602)  -0.161
H (-0.0412, -0.1241, -1.3361)  0.109
H (-1.0879, 1.5352, -2.1131)  -0.012

The LUMO energy is 4.43 eV. For the orbital gap, the calculation gives 7.59 eV. Its charge is -1. The calculation puts the HOMO energy at -3.16 eV.

x.
ORCA calculation (ωB97M-V/def2-TZVPD) on a cluster of 2 separate species, CH5N2S in total.

Last column: Löwdin charge in e.
Cartesian coordinates (Å):
S (0.2584, 1.4604, 1.8183)  -0.281
H (1.0058, 0.8127, 2.7283)  -0.482
N (0.4949, -0.1353, -1.2854)  0.063
C (-0.2869, -1.1863, -0.9967)  -0.432
N (-0.8839, -1.8681, -1.9128)  -0.004
H (0.8881, -0.0579, -2.2065)  0.078
H (0.5761, 0.6429, -0.6427)  -0.033
H (-0.5146, -1.3283, 0.0639)  0.095
H (-1.1793, -2.7702, -1.5459)  -0.005

The LUMO energy is 4.35 eV. For the orbital gap, the calculation gives 7.25 eV. Its charge is -1. The calculation puts the HOMO energy at -2.90 eV.

Stability ranking, top and bottom: x is the most stable and w is the least stable.

w.
ORCA calculation (ωB97M-V/def2-TZVPD) on a structure of composition C8H14N2O3.

Last column: Löwdin charge in e.
Cartesian coordinates (Å):
C (0.4401, 1.9506, -0.9939)  -0.638
C (-0.5129, 1.1497, -0.2640)  -0.323
C (0.5093, 1.5070, -2.5149)  -0.088
C (-1.0164, -0.8457, 0.9965)  -0.245
C (-1.1692, -0.2564, 2.3843)  -0.531
C (-0.4980, -2.3879, 0.9155)  -0.170
C (0.2499, -2.4341, -0.3502)  -0.135
C (0.9299, -1.0178, -0.0155)  -0.143
H (1.9300, 1.1899, 0.3377)  0.197
H (1.6308, 3.3393, 0.3171)  0.233
H (-0.0051, 2.9943, -1.1954)  0.142
H (2.0415, 0.9883, -2.7018)  0.189
H (-0.4515, 0.5032, -2.9681)  0.189
H (0.5234, 2.6808, -2.9445)  0.098
H (-2.1989, -0.8855, 0.7822)  0.207
H (0.1490, -2.8213, 1.6587)  0.107
H (-1.3752, -3.1029, 0.8330)  0.136
H (0.8237, -3.4238, -0.1544)  0.152
H (-0.4689, -2.3602, -1.1693)  0.115
H (1.6787, -1.0826, 0.8412)  0.144
H (1.5347, -0.3802, -0.8414)  0.119
H (-2.0529, 1.1136, 1.5364)  0.159
N (1.6921, 2.2260, -0.4607)  -0.039
N (-0.1874, -0.1483, 0.2097)  -0.048
O (-1.7514, 1.4949, -0.1174)  -0.005
O (-0.8740, -0.9499, 3.3775)  0.065
O (-1.5715, 0.9588, 2.5016)  0.115

The LUMO energy is 0.05 eV. For the orbital gap, the calculation gives 9.31 eV. The calculation puts the HOMO energy at -9.26 eV.

x.
ORCA calculation (ωB97M-V/def2-TZVPD) on an isolated molecule of C8H14N2O3.

Last column: Löwdin charge in e.
Cartesian coordinates (Å):
C (-3.7830, -0.3168, -0.5101)  -0.003
C (1.2996, 2.8602, 0.8803)  -0.088
C (-1.7408, -1.6850, -0.2479)  -0.109
C (-0.3020, -1.5115, -0.6925)  -0.424
C (0.5661, 0.2972, 0.6475)  -0.245
C (0.2694, 1.8154, 0.5636)  -0.295
C (-0.0161, -1.8759, -2.1638)  -0.014
C (2.0262, -0.0858, 1.0196)  -0.248
N (2.5467, 2.5511, 0.9682)  0.112
N (-2.4946, -0.6263, -0.4648)  -0.078
O (0.2048, -0.2340, -0.5822)  -0.142
O (-0.8689, 2.1693, 0.4152)  0.119
O (2.4990, 0.2816, 2.2638)  -0.072
H (-3.9392, 0.6211, -0.8326)  0.013
H (-4.4001, -1.0970, -0.3171)  0.027
H (0.8238, 3.8807, 0.9491)  0.141
H (-2.1091, -2.6444, -0.0549)  0.095
H (0.3097, -2.1717, 0.0869)  0.163
H (-0.1415, -0.1440, 1.4827)  0.200
H (0.3178, -2.9079, -2.2559)  0.074
H (0.6698, -1.0348, -2.4516)  0.100
H (-0.9955, -1.7729, -2.6792)  0.085
H (2.7806, 0.3970, 0.2414)  0.155
H (2.0490, -1.1889, 1.0399)  0.117
H (3.0743, 3.3304, 1.3832)  0.086
H (-1.7859, 0.1175, -0.7925)  0.173
H (3.1400, 0.9752, 2.1036)  0.055

The LUMO energy is -0.66 eV. For the orbital gap, the calculation gives 5.82 eV. The calculation puts the HOMO energy at -6.48 eV.

Stability ranking, top and bottom: x is the most stable and w is the least stable.

w.
ORCA calculation (ωB97M-V/def2-TZVPD) on the ion C5H10O2 with charge +1.

Last column: Löwdin charge in e.
Cartesian coordinates (Å):
O (-0.5632, -0.7016, 2.8774)  0.417
C (0.1368, -0.2072, 2.0325)  -0.325
O (1.4140, 0.0902, 2.2145)  0.257
C (-0.4647, 0.5283, 0.7461)  0.003
C (0.0549, 0.0723, -0.6078)  -0.405
C (-0.6377, -1.2558, -0.9756)  -0.030
C (0.2176, 1.0991, -1.6923)  -0.023
H (1.7257, -0.5586, 2.7984)  0.136
H (-0.1825, 1.5947, 1.0101)  0.182
H (-1.5128, 0.6720, 0.7058)  0.130
H (1.0413, -0.3598, -0.3270)  0.135
H (0.0916, -1.8727, -0.5181)  0.066
H (-0.6337, -1.7283, -1.9470)  0.102
H (-1.5265, -1.4451, -0.4536)  0.068
H (0.4433, 2.0114, -1.2012)  0.068
H (-0.6809, 1.1854, -2.2563)  0.085
H (1.0770, 0.8758, -2.4058)  0.131

The LUMO energy (spin up / spin down) is -5.05 / -10.23 eV. For the orbital gap (spin up / spin down), the calculation gives 10.43 / 5.16 eV. Its spin multiplicity is 2. Its charge is +1. The calculation puts the HOMO energy (spin up / spin down) at -15.48 / -15.40 eV.

x.
ORCA calculation (ωB97M-V/def2-TZVPD) on a cluster of 2 separate species, C5H10O2 in total.

Last column: Löwdin charge in e.
Cartesian coordinates (Å):
C (-2.8535, 0.5642, 1.9069)  -0.053
C (-1.4318, 0.9951, 1.4626)  -0.009
C (-0.8005, -0.0738, 0.9002)  -0.004
C (0.7181, 0.0502, 0.6188)  0.053
C (1.4948, 1.0452, 1.1019)  -0.164
O (2.6845, 1.5011, 1.0703)  0.166
H (-3.4931, 0.0121, 1.3180)  0.068
H (-3.0007, 0.1514, 2.7926)  0.042
H (-3.5012, 1.4523, 1.8611)  0.098
H (-1.1937, 2.1279, 1.4353)  0.171
H (-1.1087, -1.1678, 0.8565)  0.160
H (1.1284, -0.6795, 0.0586)  0.081
H (0.9635, 1.5935, 1.8725)  0.138
H (3.3191, 0.9892, 0.3621)  0.252
H (0.9141, -2.6296, -5.1506)  0.040
H (-0.0695, -3.9702, -5.0536)  0.073
O (0.2255, -3.1716, -5.6071)  -0.114

The LUMO energy (spin up / spin down) is -4.53 / -7.73 eV. For the orbital gap (spin up / spin down), the calculation gives 8.84 / 5.63 eV. Its spin multiplicity is 2. Its charge is +1. The calculation puts the HOMO energy (spin up / spin down) at -13.37 / -13.37 eV.

Stability ranking, top and bottom: w is the most stable and x is the least stable.

w.
ORCA calculation (ωB97M-V/def2-TZVPD) on a cluster of 5 separate species, C2H14O4 in total.

Last column: Löwdin charge in e.
Cartesian coordinates (Å):
C (2.4942, -0.2063, -0.2130)  -0.217
C (2.1366, -0.8391, -1.5373)  -0.180
H (1.6727, 0.5860, -0.0672)  0.082
H (3.3881, 0.2140, -0.1438)  -0.007
H (2.4440, -0.8152, 0.7864)  0.099
H (2.8714, -1.6339, -1.7643)  0.064
H (1.0063, -1.1264, -1.4624)  0.078
H (2.1545, 0.0599, -2.3010)  0.101
O (-1.4729, -2.2117, 0.1600)  -0.114
H (-2.4117, -1.8540, 0.1026)  0.064
H (-0.8041, -1.4614, 0.0874)  0.031
O (-1.8609, 2.2683, 0.9011)  -0.090
H (-1.9341, 1.7489, 1.7302)  0.031
H (-1.2621, 3.0350, 1.0272)  0.054
O (-0.2727, 0.4728, 2.5184)  -0.020
H (0.0997, 0.3838, 3.3698)  0.030
H (-0.2553, -0.2155, 1.8785)  0.007
O (-3.0316, 0.3510, -1.5147)  -0.148
H (-2.2868, 1.1218, -1.1817)  0.129
H (-2.6753, 0.1219, -2.3763)  0.006

Its structure (SMILES) is CC.O.O.O.O. The LUMO energy is 0.36 eV. For the orbital gap, the calculation gives 11.53 eV. The calculation puts the HOMO energy at -11.17 eV.

x.
ORCA calculation (ωB97M-V/def2-TZVPD) on a cluster of 5 separate species, C2H14O4 in total.

Last column: Löwdin charge in e.
Cartesian coordinates (Å):
C (-2.9884, 0.2891, 1.7669)  -0.159
C (-2.8726, 1.1115, 0.4564)  -0.149
H (-3.3014, -0.7397, 1.6050)  0.064
H (-3.7059, 0.7476, 2.4453)  0.063
H (-2.0581, 0.2913, 2.3370)  0.039
H (-3.5634, 0.6951, -0.2689)  0.060
H (-3.1531, 2.1275, 0.7315)  0.061
H (-1.8707, 1.1656, 0.0372)  0.049
O (0.6276, -0.4473, 2.1364)  -0.048
H (1.0819, -0.1021, 1.3532)  0.024
H (-0.2871, -0.3659, 1.8293)  0.006
O (3.0947, -0.4942, -3.6310)  -0.072
H (2.9417, -0.0809, -2.7659)  -0.006
H (3.2776, -1.3986, -3.3549)  0.030
O (1.2838, -2.3245, -1.0100)  -0.054
H (1.0891, -2.1454, -0.0825)  0.015
H (0.6002, -1.8512, -1.5000)  0.038
O (3.5884, 1.0713, -0.9092)  -0.045
H (3.2499, 0.6539, -0.1085)  0.032
H (2.9658, 1.7968, -1.0674)  0.052

Its structure (SMILES) is CC.O.O.O.O. The LUMO energy is -0.16 eV. For the orbital gap, the calculation gives 10.86 eV. The calculation puts the HOMO energy at -11.02 eV.

Stability ranking, top and bottom: x is the most stable and w is the least stable.

w.
ORCA calculation (ωB97M-V/def2-TZVPD) on an isolated molecule of C2H3Br.

Last column: Löwdin charge in e.
Cartesian coordinates (Å):
C (0.6627, 0.4540, 0.0064)  -0.128
C (-0.1455, -0.5577, 0.0901)  -0.286
Br (-2.4529, 0.0317, 0.0758)  0.174
H (1.7195, 0.1918, -0.1767)  0.071
H (0.4052, 1.5621, 0.1216)  0.096
H (-0.1890, -1.6819, -0.1174)  0.072

Its structure (SMILES) is C=CBr. The LUMO energy is -0.51 eV. For the orbital gap, the calculation gives 9.35 eV. The calculation puts the HOMO energy at -9.86 eV.

x.
ORCA calculation (ωB97M-V/def2-TZVPD) on a cluster of 2 separate species, C2H3Br in total.

Last column: Löwdin charge in e.
Cartesian coordinates (Å):
C (-0.8930, -0.3467, -0.0294)  -0.097
C (-0.2446, 0.7651, -0.0180)  0.065
Br (2.8572, -0.4215, -0.0121)  -0.136
H (-1.8629, -0.2576, 0.2983)  0.030
H (-0.3718, -1.3408, -0.2045)  0.090
H (0.5151, 1.6015, -0.0342)  0.049

The LUMO energy (spin up / spin down) is -0.82 / -3.16 eV. For the orbital gap (spin up / spin down), the calculation gives 9.37 / 5.55 eV. The calculation puts the HOMO energy (spin up / spin down) at -10.19 / -8.71 eV.

Stability ranking, top and bottom: w is the most stable and x is the least stable.